No. 1
Computed, not measured: a molecular structure, C41H54AsF6InN5O4S2, with wB97M-V/def2-TZVPD.

XYZ file:
```
114
C41H54AsF6InN5O4S2 wB97M-V/def2-TZVPD
In -5.69984 16.76032 12.47044
C -13.23735 11.54405 1.83964
C -11.73005 11.25032 2.18598
C -10.78077 12.52415 2.68871
C -9.46586 12.14382 2.26200
C -8.92786 10.84880 1.79680
C -9.20613 10.94106 0.22973
C -8.41080 12.59654 3.08285
N -10.37025 14.65924 3.92197
C -10.92136 13.62699 3.48399
C -7.14691 15.48148 2.64018
C -6.84208 15.61473 3.84618
C -6.44055 15.39355 5.22866
C -5.93174 16.49295 6.06039
C -5.66005 16.47639 7.51778
C -6.29465 14.01636 5.20291
C -7.43883 13.27711 5.26672
C -8.01976 12.73231 6.36302
C -8.84368 11.49210 6.80616
N -9.87346 11.75913 7.60727
C -9.69077 10.64510 8.70459
C -10.24609 10.73068 9.98957
C -11.14702 11.66295 10.58226
N -11.59277 12.72117 10.04095
C -12.47484 13.33162 10.86498
C -12.78028 14.66568 10.90024
C -12.80340 12.49096 11.87443
C -12.02247 11.31259 11.79739
C -11.91500 10.13413 12.85524
C -10.78097 10.18645 13.85724
C -13.82901 13.02433 12.89867
C -13.01972 13.14683 14.23946
C -8.76490 9.50991 8.17807
C -8.52747 9.99729 6.84974
C -7.28846 9.69362 5.76346
C -6.39631 8.24861 5.60949
C -7.59416 8.91612 8.97721
C -7.76389 8.05164 10.34173
N -7.74177 12.88228 3.99571
C -5.01091 13.50372 5.95592
C -3.71437 13.70362 5.19893
H -13.38284 10.75211 1.15876
H -13.44713 12.48441 1.34670
H -13.90719 11.33226 2.69937
H -11.18826 10.82640 1.29990
H -11.93934 10.59544 3.06047
H -9.31921 9.88111 2.18759
H -7.84684 10.84358 1.92801
H -9.30665 11.99629 -0.16004
H -10.16951 10.48220 0.49263
H -8.69021 10.16287 -0.36207
H -7.04016 15.49609 1.59900
H -6.88222 16.98669 5.80335
H -5.11094 16.96201 5.48460
H -4.58228 16.61399 7.69341
H -5.78454 15.48095 7.94979
H -6.15738 17.27462 8.04103
H -7.72153 13.20520 7.24213
H -9.68524 10.40206 10.85060
H -12.76528 15.59910 10.04744
H -12.02494 9.15676 12.41678
H -12.87969 10.38149 13.33208
H -10.13719 9.30403 13.88769
H -11.31027 10.16901 14.84450
H -10.20098 11.11916 13.91647
H -14.55875 12.23691 13.07004
H -14.24314 13.99470 12.44521
H -11.95381 13.18691 13.91608
H -13.19690 12.44193 15.06719
H -12.94212 14.16112 14.65479
H -6.44882 10.42112 6.19591
H -7.71212 10.17291 4.89595
H -6.37637 7.47743 6.35409
H -5.47533 8.66947 5.24957
H -6.70250 7.74628 4.70123
H -7.10900 9.86433 9.16284
H -7.12036 8.27125 8.22730
H -6.76933 7.64506 10.59498
H -8.30412 7.21255 9.89552
H -8.34000 8.42164 11.21653
H -5.10320 12.43123 6.31131
H -4.63538 14.21561 6.69984
H -3.59658 13.63377 4.10708
H -2.89024 13.14377 5.60912
H -3.27560 14.68656 5.53439
F -1.31287 22.24539 11.01318
C -2.34044 21.34443 10.97738
F -3.44072 21.27963 10.31675
F -1.66198 20.14795 10.95602
S -4.29162 18.94293 14.07491
O -5.79125 18.85850 13.45316
O -3.48084 17.93803 13.47736
N -3.98493 20.40412 14.03747
S -4.98010 21.21410 14.94143
O -5.57486 20.29261 15.85328
O -4.09374 22.20718 15.51667
C -6.48825 22.05517 14.07342
F -6.35488 23.37034 13.68240
F -7.65260 21.88173 14.78050
F -6.31865 21.19698 12.97937
H -4.56308 18.68666 15.37265
C -0.71679 15.64886 21.50296
As -1.35248 15.93124 19.76191
C -3.37208 15.80046 19.53263
C -0.95854 13.97310 19.66359
H 0.40788 15.70223 21.41669
H -1.20083 14.81225 21.96671
H -1.44010 16.60214 21.87559
H -3.79643 14.81202 19.52755
H -3.41272 15.95867 18.42663
H -4.19326 16.40235 20.00274
H -1.06721 13.45884 18.62585
H -1.71563 13.54023 20.27514
H 0.01714 13.78625 20.44131
```

Properties
**F_max**: 9.093 eV/Å
**Orbital gap (spin up / spin down)**: 3.631 / 3.593 eV
**Total charge**: -1

=====

No. 2
Computed, not measured: a molecular structure, C41H54BN3ORbS, with wB97M-V/def2-TZVPD.

XYZ file:
```
102
C41H54BN3ORbS wB97M-V/def2-TZVPD
Rb -0.50419 2.09352 -0.25893
C 3.80289 1.23994 3.17349
C 3.66035 2.20239 1.99750
C 4.87146 3.13765 1.95321
C 2.35329 2.97472 2.02832
C 2.10815 3.98415 1.09434
C 0.91927 4.69995 1.09900
C -0.08285 4.43138 2.03241
C -1.39972 5.15902 1.98760
C 0.15870 3.42386 2.95582
C 1.34715 2.70309 2.95196
H 4.76597 0.72916 3.12166
H 3.02336 0.47846 3.17758
H 3.76155 1.78272 4.12181
H 3.65782 1.60469 1.07808
H 4.91693 3.73934 2.86442
H 4.84738 3.81856 1.10297
H 5.79078 2.55309 1.88548
H 2.84945 4.21437 0.33790
H 0.75311 5.46520 0.34825
H -2.06400 4.71619 1.23897
H -1.25994 6.20551 1.71517
H -1.90620 5.11690 2.95175
H -0.60565 3.17927 3.68433
H 1.47139 1.91006 3.67662
O -1.24847 2.73165 -2.67087
N -2.37939 2.63054 -3.30467
C -2.34745 2.32197 -4.62281
C -3.48135 2.19749 -5.37710
C -4.71579 2.39672 -4.75525
C -4.74449 2.70945 -3.41995
C -3.57300 2.83778 -2.64111
S -3.61159 3.21142 -0.97682
H -1.34484 2.17215 -4.99394
H -3.39900 1.93949 -6.42329
H -5.63808 2.30250 -5.31455
H -5.67871 2.86627 -2.90023
C 3.80249 -1.70732 1.15310
C 2.81545 -2.77150 1.63239
C 3.53984 -4.04342 2.07387
C 1.91195 -2.22285 2.72520
C 2.42933 -1.98323 3.99157
C 1.63433 -1.44848 4.99346
C 0.30509 -1.17109 4.72541
C -0.25738 -1.39668 3.46831
C -1.74179 -1.05701 3.33291
C -2.55278 -1.82627 2.28873
C -1.98264 0.44912 3.19672
C 0.56657 -1.91158 2.45878
N 0.07832 -2.10353 1.15021
B -0.02675 -1.09259 0.07172
N -0.42194 -2.00366 -1.02575
C -0.51352 -3.33425 -0.60605
C -0.20252 -3.39503 0.70023
C -0.76297 -1.68872 -2.36533
C -2.11109 -1.66905 -2.75059
C -2.43000 -1.38467 -4.07355
C -1.44012 -1.12438 -5.00763
C -0.11269 -1.12719 -4.61321
C 0.24416 -1.39754 -3.29623
C 1.70171 -1.30329 -2.87838
C 2.60573 -2.25833 -3.65432
C 2.15740 0.15323 -3.01898
C -3.22467 -1.89232 -1.74459
C -4.15520 -3.03108 -2.16492
C -4.00104 -0.59487 -1.51509
H 4.39454 -2.08839 0.31706
H 4.48885 -1.41481 1.95266
H 3.25998 -0.82296 0.81453
H 2.18898 -3.02698 0.77930
H 4.21521 -3.85270 2.91108
H 4.13540 -4.44579 1.25162
H 2.82646 -4.80879 2.38486
H 3.47056 -2.20575 4.19707
H 2.04462 -1.26321 5.97876
H -0.32619 -0.77382 5.51409
H -2.16442 -1.33067 4.30749
H -2.35507 -1.46151 1.28188
H -3.61640 -1.69135 2.50228
H -2.33196 -2.89371 2.31229
H -1.55029 0.87991 2.29076
H -1.56719 0.98662 4.05271
H -3.05730 0.64966 3.17122
H -0.80102 -4.13205 -1.27418
H -0.16441 -4.25903 1.34679
H -3.46998 -1.34432 -4.37690
H -1.70499 -0.89838 -6.03375
H 0.65986 -0.89977 -5.33957
H 1.75046 -1.56542 -1.82169
H 2.57847 -2.05652 -4.72823
H 2.30336 -3.29554 -3.49912
H 3.64124 -2.15111 -3.32216
H 2.25294 0.43466 -4.07111
H 3.11937 0.32248 -2.52897
H 1.40181 0.79362 -2.56739
H -2.76542 -2.17935 -0.79908
H -4.67538 -2.80407 -3.09854
H -4.91205 -3.20203 -1.39631
H -3.59693 -3.95874 -2.30740
H -4.46274 -0.24324 -2.44168
H -3.34751 0.19977 -1.15208
H -4.79243 -0.73973 -0.77540
```

Properties
**F_max**: 0.332 eV/Å
**Orbital gap**: 5.079 eV
**Total charge**: -1

=====

In the order shown, the computed energy above the lowest of the compared OMol25 structures with the same formula, charge and spin values come out to 1164.9, 22.8 kJ/mol.
In the order shown, the computed DFT total energy values come out to -162987.7049, -62080.9721 eV.